Record 1
ORCA calculation (ωB97M-V with the def2-TZVPD basis set) on a 2-piece molecular cluster, C6H9N2O2 overall at a distorted geometry.

The calculation puts the energy above the lowest of the compared OMol25 structures with the same formula, charge and spin at 65.1 kJ/mol. The net charge is -1. The calculation puts the calculated total energy at -13445.0881 eV. The spin multiplicity is 1. The gap between HOMO and LUMO comes out at 7.92 eV.

CARTESIAN COORDINATES (ANGSTROEM)
C 1.260 -3.172 1.275
C 1.517 -1.884 2.108
O 1.538 -0.796 1.480
O 1.724 -2.066 3.326
H 1.276 -3.994 1.993
H 2.143 -3.321 0.663
H 0.351 -3.166 0.687
C -2.317 2.668 -1.304
C -1.200 1.690 -1.072
C -0.088 -0.137 -1.070
C 0.025 1.957 -0.514
N -1.257 0.374 -1.430
N 0.736 0.792 -0.595
H 0.064 -1.195 -1.126
H -2.154 3.276 -2.202
H -2.347 3.347 -0.450
H 1.559 0.548 -0.043
H 0.420 2.929 -0.261
H -3.249 2.148 -1.464

Let us look at the natural (NBO) charges, expressed in e, one per atom:
1. C -0.74
2. C 0.78
3. O -0.84
4. O -0.77
5. H 0.20
6. H 0.20
7. H 0.19
8. C -0.63
9. C 0.08
10. C 0.19
11. C -0.13
12. N -0.51
13. N -0.51
14. H 0.20
15. H 0.20
16. H 0.21
17. H 0.47
18. H 0.20
19. H 0.22

***

Record 2
ORCA calculation (ωB97M-V with the def2-TZVPD basis set) on a 2-piece molecular cluster, C6H9N2O2 overall at a distorted geometry.

The calculation puts the energy above the lowest of the compared OMol25 structures with the same formula, charge and spin at 211.3 kJ/mol. The net charge is -1. The calculation puts the calculated total energy at -13443.5734 eV. The spin multiplicity is 1. The gap between HOMO and LUMO comes out at 6.58 eV.

CARTESIAN COORDINATES (ANGSTROEM)
C -0.594 0.855 -2.048
C -0.088 1.636 -0.893
C 0.935 1.779 1.002
C 0.315 2.915 -0.796
N 0.395 0.935 0.207
N 1.009 3.075 0.396
H 1.492 1.698 1.924
H -1.617 1.243 -2.249
H -0.907 -0.123 -1.656
H 1.093 3.962 0.857
H 0.140 3.821 -1.360
H -0.008 0.781 -2.940
C -0.741 -3.359 -0.588
C -0.401 -2.546 0.780
O -0.950 -1.441 0.866
O 0.389 -3.147 1.535
H -0.819 -2.644 -1.422
H -1.695 -3.856 -0.417
H 0.065 -4.021 -0.865

Let us look at the natural (NBO) charges, expressed in e, one per atom:
1. C -0.66
2. C 0.08
3. C 0.17
4. C -0.11
5. N -0.37
6. N -0.57
7. H 0.18
8. H 0.20
9. H 0.27
10. H 0.39
11. H 0.19
12. H 0.21
13. C -0.76
14. C 0.79
15. O -0.77
16. O -0.80
17. H 0.18
18. H 0.19
19. H 0.19

***

Record 3
ORCA calculation (ωB97M-V with the def2-TZVPD basis set) on a 2-piece molecular cluster, C6H9N2O2 overall at a distorted geometry.

The calculation puts the energy above the lowest of the compared OMol25 structures with the same formula, charge and spin at 151.9 kJ/mol. The net charge is -2. The calculation puts the calculated total energy at -13440.2300 eV. The spin multiplicity is 2. Its expectation value of S² is 0.75. The gap between HOMO and LUMO (spin up / spin down) comes out at 2.11 / 7.47 eV.

CARTESIAN COORDINATES (ANGSTROEM)
C 1.780 -1.497 3.173
C 1.735 1.133 0.539
C 1.468 -0.449 2.076
C 0.623 -0.820 0.944
N 2.140 0.793 1.738
N 0.804 0.311 -0.013
H 2.104 2.135 0.278
H 0.197 0.206 -0.858
H -0.047 -1.638 0.753
H 0.859 -1.640 3.760
H 2.642 -1.132 3.813
H 2.170 -2.379 2.649
C -2.826 0.532 -0.980
C -1.949 0.092 -2.158
O -0.648 -0.021 -1.983
O -2.429 0.112 -3.274
H -3.864 0.365 -1.024
H -2.574 1.593 -0.896
H -2.454 0.081 -0.063

Let us look at the natural (NBO) charges, expressed in e, one per atom:
1. C -1.33
2. C 0.14
3. C 0.02
4. C -0.19
5. N -0.54
6. N -0.57
7. H 0.17
8. H 0.46
9. H 0.21
10. H 0.19
11. H 0.18
12. H 0.18
13. C -0.75
14. C 0.77
15. O -0.82
16. O -0.74
17. H 0.19
18. H 0.21
19. H 0.22

***

Record 4
ORCA calculation (ωB97M-V with the def2-TZVPD basis set) on C6H9N2O2 as an isolated structure at a distorted geometry.

The calculation puts the energy above the lowest of the compared OMol25 structures with the same formula, charge and spin at 415.8 kJ/mol. The net charge is +1. The calculation puts the calculated total energy at -13432.7346 eV. The spin multiplicity is 1. The gap between HOMO and LUMO comes out at 8.72 eV.

CARTESIAN COORDINATES (ANGSTROEM)
C 1.992 0.771 -0.174
C 1.665 -0.561 0.513
C 0.983 0.719 -1.208
C -0.320 0.265 -0.756
C 0.456 -1.006 -0.336
C -1.979 0.418 1.204
N 0.236 -2.249 -0.796
N -0.835 1.039 0.474
O 3.003 1.403 -0.078
O 2.203 -1.190 1.359
H 0.955 1.371 -2.088
H -1.070 0.294 -1.461
H -2.077 1.135 1.949
H -2.916 0.283 0.728
H -1.775 -0.521 1.773
H 1.056 -2.872 -0.752
H -0.305 -2.517 -1.600
H 0.024 1.309 0.946
H -1.296 1.908 0.303

Let us look at the natural (NBO) charges, expressed in e, one per atom:
1. C 0.36
2. C 0.41
3. C -0.34
4. C -0.12
5. C 0.25
6. C -0.44
7. N -0.71
8. N -0.51
9. O -0.46
10. O -0.42
11. H 0.26
12. H 0.25
13. H 0.23
14. H 0.25
15. H 0.25
16. H 0.42
17. H 0.43
18. H 0.45
19. H 0.44

***

Record 5
ORCA calculation (ωB97M-V with the def2-TZVPD basis set) on an isolated ion of composition C6H9N2O2S and charge +1 at a distorted geometry.

The calculation puts the energy above the lowest of the compared OMol25 structures with the same formula, charge and spin at 199.9 kJ/mol. The net charge is +1. The calculation puts the calculated total energy at -24268.1484 eV. The spin multiplicity is 1. The gap between HOMO and LUMO (spin up / spin down) comes out at 7.49 / 7.49 eV.

CARTESIAN COORDINATES (ANGSTROEM)
C -2.649 -0.591 0.113
C -3.064 0.835 0.295
C -0.725 1.253 -0.327
C -0.367 -0.084 0.147
C 2.748 -0.115 0.555
C 1.849 -1.221 -0.129
N -2.040 1.726 0.050
N 0.616 -0.652 -0.791
O -4.178 1.125 0.614
O -0.108 1.768 -1.240
S -3.347 -1.941 0.179
H -0.184 -0.439 1.228
H 2.363 0.118 1.687
H 3.756 -0.478 0.857
H 2.706 0.807 -0.080
H 1.578 -1.955 0.705
H 2.385 -1.684 -1.057
H -2.233 2.665 -0.053
H 0.166 -1.354 -1.286
H 0.728 0.218 -1.465

Let us look at the natural (NBO) charges, expressed in e, one per atom:
1. C -0.19
2. C 0.55
3. C 0.62
4. C -0.25
5. C -0.65
6. C -0.24
7. N -0.61
8. N -0.56
9. O -0.45
10. O -0.57
11. S 0.52
12. H 0.27
13. H 0.23
14. H 0.27
15. H 0.23
16. H 0.24
17. H 0.24
18. H 0.44
19. H 0.42
20. H 0.48

***

Record 6
ORCA calculation (ωB97M-V with the def2-TZVPD basis set) on an isolated ion of composition C6H9N2S and charge +1 at a distorted geometry.

The calculation puts the energy above the lowest of the compared OMol25 structures with the same formula, charge and spin at 145.9 kJ/mol. The net charge is +1. The calculation puts the calculated total energy at -20174.6699 eV. The spin multiplicity is 1. The gap between HOMO and LUMO comes out at 7.67 eV.

CARTESIAN COORDINATES (ANGSTROEM)
C -0.016 -2.043 -0.799
C -1.326 -1.814 -0.666
C 1.101 -0.179 0.278
C -1.299 0.720 0.158
C 2.227 0.460 0.975
C -1.749 2.084 -0.063
N 0.045 0.564 0.217
N 1.145 -1.361 -0.375
S -2.329 -0.616 0.183
H 0.141 -2.937 -1.231
H -1.880 -2.580 -1.155
H 2.636 1.250 0.378
H 2.972 -0.410 1.159
H 1.958 0.899 1.888
H -2.397 2.563 0.801
H -2.412 2.327 -0.876
H -0.827 2.761 -0.075
H 2.008 -1.690 -0.795

Let us look at the natural (NBO) charges, expressed in e, one per atom:
1. C -0.01
2. C -0.39
3. C 0.58
4. C 0.21
5. C -0.66
6. C -0.72
7. N -0.48
8. N -0.55
9. S 0.46
10. H 0.23
11. H 0.26
12. H 0.27
13. H 0.24
14. H 0.27
15. H 0.30
16. H 0.28
17. H 0.27
18. H 0.44

***

Record 7
ORCA calculation (ωB97M-V with the def2-TZVPD basis set) on one molecule with the formula C6H9N3 at a distorted geometry.

The calculation puts the energy above the lowest of the compared OMol25 structures with the same formula, charge and spin at 156.1 kJ/mol. The calculation puts the calculated total energy at -10836.0093 eV. Its SMILES is C=C[C@@H](C)c1ncn[nH]1. The spin multiplicity is 1. The gap between HOMO and LUMO comes out at 10.52 eV.

CARTESIAN COORDINATES (ANGSTROEM)
C -2.035 1.410 -0.734
C -1.379 1.001 0.313
C -0.547 -0.413 0.654
C -1.065 -1.705 0.007
C 0.939 -0.106 0.254
N 1.778 -0.954 -0.214
C 2.931 -0.309 -0.431
N 2.868 0.963 -0.063
N 1.596 1.095 0.339
H -2.426 2.375 -0.956
H -2.366 0.688 -1.564
H -1.141 1.833 1.081
H -0.428 -0.686 1.766
H -0.494 -2.473 0.285
H -2.034 -1.850 0.281
H -1.164 -1.844 -1.101
H 3.705 -0.891 -0.829
H 1.263 1.867 0.913

Let us look at the natural (NBO) charges, expressed in e, one per atom:
1. C -0.39
2. C -0.18
3. C -0.25
4. C -0.60
5. C 0.36
6. N -0.51
7. C 0.13
8. N -0.27
9. N -0.36
10. H 0.21
11. H 0.19
12. H 0.18
13. H 0.24
14. H 0.22
15. H 0.21
16. H 0.22
17. H 0.20
18. H 0.41

***

Record 8
ORCA calculation (ωB97M-V with the def2-TZVPD basis set) on one molecule with the formula C6H9N3 at a distorted geometry.

The calculation puts the energy above the lowest of the compared OMol25 structures with the same formula, charge and spin at 749.0 kJ/mol. The calculation puts the calculated total energy at -10829.8644 eV. Its SMILES is C#C[C@@H]1CNN/C1=N\C. The spin multiplicity is 1. The gap between HOMO and LUMO comes out at 9.62 eV.

CARTESIAN COORDINATES (ANGSTROEM)
C 0.613 -0.759 -2.973
C 0.700 -0.274 -1.795
C 1.039 -0.031 -0.390
C 1.470 -1.351 0.178
N 0.215 -1.757 0.963
N -0.479 -0.466 1.134
C -0.259 0.677 0.214
N -0.635 1.834 -0.120
C -1.751 2.218 0.927
H 0.571 -1.829 -3.721
H 1.812 0.802 -0.409
H 2.404 -1.283 0.961
H 1.888 -1.871 -0.621
H -0.358 -2.289 0.208
H -1.261 -0.562 2.134
H -1.793 3.292 0.657
H -2.633 1.577 0.513
H -1.542 2.070 2.140

Let us look at the natural (NBO) charges, expressed in e, one per atom:
1. C -0.30
2. C -0.01
3. C -0.39
4. C -0.22
5. N -0.41
6. N -0.56
7. C 0.48
8. N -0.46
9. C -0.48
10. H 0.29
11. H 0.27
12. H 0.20
13. H 0.23
14. H 0.34
15. H 0.41
16. H 0.22
17. H 0.21
18. H 0.20

***

Record 9
ORCA calculation (ωB97M-V with the def2-TZVPD basis set) on one molecule with the formula C6H9N3 at a distorted geometry.

The calculation puts the energy above the lowest of the compared OMol25 structures with the same formula, charge and spin at 347.6 kJ/mol. The calculation puts the calculated total energy at -10834.0246 eV. The spin multiplicity is 1. The gap between HOMO and LUMO comes out at 9.06 eV.

CARTESIAN COORDINATES (ANGSTROEM)
C -2.166 -2.562 2.392
C 0.027 -0.910 0.376
C 1.947 0.653 -0.385
C -0.323 1.520 0.292
C -0.033 0.201 -1.796
C 0.365 0.305 -0.347
N -3.261 -2.660 2.771
N -0.967 -2.510 1.850
N -0.473 -1.600 1.164
H 2.597 -0.002 -0.864
H 2.192 0.696 0.739
H 1.998 1.590 -0.809
H 0.185 1.639 1.301
H -0.134 2.314 -0.373
H -1.416 1.224 0.296
H 0.062 0.988 -2.465
H -1.088 -0.151 -1.946
H 0.487 -0.734 -2.195

Let us look at the natural (NBO) charges, expressed in e, one per atom:
1. C 0.39
2. C 0.35
3. C -0.56
4. C -0.58
5. C -0.61
6. C -0.13
7. N -0.41
8. N -0.44
9. N 0.04
10. H 0.22
11. H 0.21
12. H 0.21
13. H 0.22
14. H 0.21
15. H 0.23
16. H 0.23
17. H 0.22
18. H 0.22

***

Record 10
ORCA calculation (ωB97M-V with the def2-TZVPD basis set) on a 2-piece molecular cluster, C6H9N3O overall at a distorted geometry.

The calculation puts the energy above the lowest of the compared OMol25 structures with the same formula, charge and spin at 670.3 kJ/mol. The calculation puts the calculated total energy at -12878.9975 eV. The spin multiplicity is 1. The gap between HOMO and LUMO (spin up / spin down) comes out at 7.96 / 7.96 eV.

CARTESIAN COORDINATES (ANGSTROEM)
C 3.366 0.192 0.695
C 2.422 -0.745 0.551
C 1.800 1.167 -0.295
C 0.134 -0.496 -0.557
C -0.303 -1.878 -0.211
C -2.288 1.803 -0.215
N 2.897 1.432 0.272
N 1.341 -0.153 -0.161
N -1.742 0.764 0.658
O -2.495 -0.058 1.129
H 4.333 0.171 1.101
H 2.220 -1.781 0.789
H 1.385 2.026 -0.739
H -0.352 -2.437 -1.172
H 0.392 -2.534 0.260
H -1.135 -1.756 0.492
H -3.087 1.343 -0.969
H -1.539 2.095 -0.939
H -2.568 2.600 0.613

Let us look at the natural (NBO) charges, expressed in e, one per atom:
1. C -0.07
2. C -0.11
3. C 0.25
4. C 0.23
5. C -0.77
6. C -0.52
7. N -0.42
8. N -0.46
9. N 0.14
10. O -0.31
11. H 0.21
12. H 0.23
13. H 0.21
14. H 0.25
15. H 0.18
16. H 0.27
17. H 0.22
18. H 0.23
19. H 0.24